[1]
A structure of composition C5H8LiO5. Source: OMol25; level of theory: ωB97M-V with the def2-TZVPD basis set.

Geometry as XYZ:
```
19
Properties=species:S:1:pos:R:3:forces:R:3:lowdin_charge:R:1
O -1.73632 -0.13553 -1.03304 -0.12 -0.67 -0.01 -0.01
O 2.27111 0.46065 1.24957 -0.74 1.06 -0.18 -0.40
H 3.13386 -0.57493 -0.33121 -0.16 0.07 0.03 0.09
O -1.92486 2.10633 -0.64835 0.96 -0.83 -0.02 0.00
C -1.15331 -0.67037 1.17082 0.48 0.19 -0.08 -0.17
H 1.46251 -0.23507 -1.91967 -0.11 0.19 0.14 0.11
C -1.88290 -1.16959 -0.07545 0.15 0.02 -0.27 -0.16
H -0.10544 -1.01478 1.22529 -0.56 -0.13 0.24 0.11
C 2.50620 0.32540 -0.09733 -0.01 -0.17 -0.16 -0.49
H 3.07128 1.15671 -0.59570 -0.15 0.09 0.31 0.09
C 1.20922 0.11500 -0.89471 -0.20 -1.26 -0.25 -0.32
O 0.31845 1.19607 -0.94061 -0.54 0.93 0.86 -0.20
C -1.32704 1.04433 -0.42800 0.05 1.44 -0.70 -0.72
O -1.12812 0.73622 0.96131 0.03 -0.16 0.96 -0.11
H -1.40924 -2.06974 -0.48544 -0.29 -0.02 0.15 0.12
H -1.69496 -0.89426 2.09809 0.13 0.07 -0.15 0.12
H -2.95492 -1.32324 0.11791 0.19 -0.15 -0.04 0.12
H 0.72919 -0.74158 -0.37681 0.25 0.13 -0.50 0.09
Li 0.61528 1.68839 1.00330 0.66 -0.79 -0.32 0.73
```
Positions in Å, forces in eV/Å.

Energy above the lowest of the compared OMol25 structures with the same formula, charge and spin, kcal per mole: 0.38
E, hartree: -579.10292
F_max, eV/Å: 1.60
Kohn-Sham gap, hartree: 0.2460
Net charge: -1
Multiplicity: 1

---

[2]
A structure of composition C11H14BF3N6O3SSr. Source: OMol25; level of theory: ωB97M-V with the def2-TZVPD basis set.

Geometry as XYZ:
```
40
Properties=species:S:1:pos:R:3:forces:R:3:lowdin_charge:R:1
H -3.34633 -1.95266 0.16317 0.13 -0.04 0.16 0.12
N -0.83107 -0.06710 1.76583 -0.65 -0.15 1.13 -0.13
H -3.12385 1.44632 -3.36361 -0.06 0.27 -0.49 0.08
N -2.11494 -0.37587 -0.89816 0.58 0.99 0.12 -0.04
H -2.25009 -4.28539 -0.41155 0.09 0.05 -0.07 0.11
H 2.59436 -1.60854 -2.27578 0.27 0.39 -0.07 -0.02
H -2.34724 0.08659 4.68226 0.04 -0.35 -0.68 0.10
H 4.24085 -0.99746 -1.06326 0.26 -0.33 0.79 0.15
N -1.96880 -0.81920 1.55913 1.80 1.14 0.81 -0.02
H 3.43482 0.08813 -1.95099 -0.06 -0.06 -0.61 -0.07
Sr 0.86939 1.29629 0.56652 -1.59 -1.34 -0.55 1.58
C -2.66810 -0.86849 2.69171 -1.04 -0.45 -0.32 -0.08
N -1.01651 0.45877 -1.04482 -1.04 -0.01 -0.48 -0.08
H 1.67329 -0.01447 -2.54398 0.47 -0.44 0.83 0.01
F 2.73131 5.36685 1.73416 0.21 -1.04 -0.13 0.13
O 2.99217 2.02477 -0.00094 0.39 0.98 -0.37 -0.54
H 1.89573 -3.00051 -0.74552 0.31 -0.24 0.03 0.07
C 3.21743 4.13036 1.51724 0.21 0.28 0.24 -0.58
C -1.28932 -3.79472 -0.44786 1.82 0.05 -0.44 -0.07
H -0.01450 0.93422 3.46633 -0.68 -0.28 -0.11 0.10
F 2.69313 3.27590 2.46529 0.22 0.67 -0.58 0.06
H -3.60779 -1.43176 2.69935 0.51 0.37 0.17 0.14
O 3.62631 4.16318 -1.06962 -0.21 -0.19 -0.10 -0.24
N -1.16074 -2.48376 -0.14904 0.71 -0.48 0.68 -0.06
C -2.03758 -0.12672 3.65147 0.52 0.83 1.81 -0.08
C -0.85944 0.35579 3.05663 -0.68 -0.89 -1.35 -0.16
C 0.84300 -3.12409 -0.59921 -1.59 -0.41 0.19 -0.16
C -3.06070 -0.09020 -1.81186 1.08 0.44 0.38 -0.07
C -1.29690 1.26918 -2.08529 -1.22 -1.15 0.60 -0.16
F 4.55591 4.17624 1.68984 -1.29 -0.27 -0.22 0.14
H -3.97619 -0.68335 -1.76860 0.30 0.49 -0.36 0.12
O 1.28799 3.77589 -0.33032 1.42 -1.12 0.65 -0.40
C -2.57615 0.96683 -2.58852 -0.21 -0.39 0.25 -0.07
C -0.00134 -4.26657 -0.77918 -0.67 1.81 0.68 -0.06
N 0.13744 -2.06434 -0.19841 -0.20 -0.85 -0.43 0.05
B -2.23658 -1.48753 0.21818 0.31 0.71 -1.27 -0.54
H -0.59885 2.02387 -2.40651 0.07 0.08 -0.03 0.10
C 2.56811 -0.53338 -2.12658 -0.97 0.60 -0.92 0.01
S 2.74049 3.47642 -0.19193 0.26 1.07 0.28 0.49
H 0.28129 -5.23948 -1.07561 0.17 -0.74 -0.22 0.07
```
Positions in Å, forces in eV/Å.

Energy above the lowest of the compared OMol25 structures with the same formula, charge and spin, kcal per mole: 0.00
E, hartree: -1735.14576
F_max, eV/Å: 2.28
Kohn-Sham gap (alpha / beta), hartree: 0.2923 / 0.3027
Multiplicity: 1

---

[3]
A structure of composition C4H7NO. Source: OMol25; level of theory: ωB97M-V with the def2-TZVPD basis set.

Geometry as XYZ:
```
13
Properties=species:S:1:pos:R:3:forces:R:3:lowdin_charge:R:1
C -0.34738 -1.31634 -0.15587 0.12 -0.35 0.00 -0.04
H 0.97253 -0.46467 1.58335 0.01 0.12 -0.12 0.14
H 1.94237 1.86487 0.18572 -0.05 -0.08 -0.06 0.11
C 0.65926 0.19752 0.78439 -0.01 -0.19 -0.01 -0.18
O -1.21016 0.67037 -1.36721 -0.01 -0.16 0.25 -0.02
H -1.89496 0.17227 0.54183 0.09 -0.08 -0.10 0.15
N -0.09999 1.30202 0.73364 -0.12 -0.06 0.02 0.05
H 0.94293 1.09763 -1.19046 0.04 0.02 0.24 0.11
H -1.14151 -1.62527 -0.84390 0.11 -0.01 0.10 0.08
C 1.12417 1.22156 -0.11879 0.17 0.07 -0.12 -0.08
H 0.58450 -1.50322 -0.69404 -0.08 0.05 0.05 0.08
C -1.10993 0.31114 -0.20486 -0.26 0.60 -0.18 -0.46
H -0.42182 -1.92787 0.74621 -0.02 0.07 -0.06 0.07
```
Positions in Å, forces in eV/Å.

Energy above the lowest of the compared OMol25 structures with the same formula, charge and spin, kcal per mole: 141.17
E, hartree: -286.40668
F_max, eV/Å: 0.68
Kohn-Sham gap, hartree: 0.3456
Multiplicity: 1

---

[4]
The ion C3H7N2 with charge +1. Source: OMol25; level of theory: ωB97M-V with the def2-TZVPD basis set.

Geometry as XYZ:
```
12
Properties=species:S:1:pos:R:3:forces:R:3:lowdin_charge:R:1
N 2.57587 0.42390 -0.12520 0.19 -0.08 -0.36 0.15
C 0.11804 -0.66715 -0.25545 2.45 0.51 -0.56 -0.08
H -1.99577 0.73536 -1.15014 0.11 -0.06 0.02 0.16
H -1.09482 -0.25036 1.48611 -0.13 0.07 0.02 0.16
H 0.10950 -0.58016 -1.33924 -0.11 -0.04 -0.03 0.12
N -1.96462 0.56813 -0.14962 0.34 -0.28 0.16 0.24
C -1.02302 -0.12319 0.40960 -0.72 0.46 0.18 -0.07
H 2.81227 0.30284 -1.10443 -0.37 -0.12 -0.19 0.08
H -2.72043 0.96865 0.39332 0.03 -0.04 0.05 0.16
H 0.34020 -1.69011 0.05159 -0.32 -0.12 0.04 0.14
H 1.34751 0.23266 1.42271 0.03 0.01 0.30 0.10
C 1.49527 0.07941 0.36077 -1.49 -0.30 0.37 -0.17
```
Positions in Å, forces in eV/Å.

Energy above the lowest of the compared OMol25 structures with the same formula, charge and spin, kcal per mole: 23.77
E, hartree: -227.71647
F_max, eV/Å: 2.57
SMILES: [H]/N=C\CC=[NH2+]
Kohn-Sham gap, hartree: 0.3236
Net charge: +1
Multiplicity: 1

---

[5]
A structure of composition C4H5N3. Source: OMol25; level of theory: ωB97M-V with the def2-TZVPD basis set.

Geometry as XYZ:
```
12
Properties=species:S:1:pos:R:3:forces:R:3:lowdin_charge:R:1
C -0.41844 -0.18050 -1.75105 -1.09 0.96 -1.09 0.06
H 1.82980 0.56393 1.49395 -0.09 0.40 0.05 0.07
C -0.06195 -1.19074 -0.08002 3.33 0.23 3.78 -0.23
C -1.61416 0.44838 0.10574 0.29 0.81 0.11 -0.23
N -1.10683 0.65846 -1.25516 0.23 -0.27 -0.06 0.00
H -2.69921 0.35582 0.02286 0.21 0.03 0.08 0.12
N -1.06986 -0.80726 0.60824 -0.10 -0.45 -1.48 0.04
N 1.38596 -0.36368 -0.28908 -1.83 -1.16 -2.92 -0.03
C 2.03466 0.41963 0.42672 -1.00 0.04 1.74 -0.10
H 2.82325 1.02494 -0.02584 0.27 -0.48 0.05 0.07
H -1.35509 1.29667 0.74892 -0.23 -0.02 0.01 0.11
H 0.25189 -2.22567 -0.00529 0.02 -0.08 -0.26 0.10
```
Positions in Å, forces in eV/Å.

Energy above the lowest of the compared OMol25 structures with the same formula, charge and spin, kcal per mole: 159.23
E, hartree: -319.45846
F_max, eV/Å: 5.04
Kohn-Sham gap (alpha / beta), hartree: 0.2734 / 0.2732
Multiplicity: 1

---

[6]
A cluster of 2 separate species, C2H8OS2 in total. Source: OMol25; level of theory: ωB97M-V with the def2-TZVPD basis set.

Geometry as XYZ:
```
13
Properties=species:S:1:pos:R:3:forces:R:3:lowdin_charge:R:1
H 1.10508 0.81627 -1.06579 -0.36 0.36 0.42 0.08
H -0.25795 -4.49718 0.92424 0.22 -1.02 -0.09 0.04
H 2.20786 2.82707 0.47268 -0.15 -0.05 0.38 -0.14
C -0.93548 1.39774 -0.61379 -0.30 -0.28 -0.61 -0.67
O -0.08569 -5.46374 0.85832 0.72 0.91 -0.40 -0.09
S -1.20510 -0.08969 0.39515 -0.54 0.35 0.22 0.67
H -1.55654 2.21289 -0.19516 0.57 -0.31 -0.28 0.08
H -1.17396 0.68608 1.49956 -0.04 -0.57 0.06 -0.15
H -1.22788 1.26175 -1.67278 -0.28 -0.33 0.65 0.08
H 0.78692 -5.53005 0.40842 -0.95 0.12 0.49 0.05
H 0.65574 2.52154 -1.35938 0.31 -0.25 0.43 0.07
C 0.53957 1.67499 -0.65561 0.38 1.04 -0.49 -0.67
S 1.14747 2.18238 1.00413 0.41 0.02 -0.79 0.66
```
Positions in Å, forces in eV/Å.

Energy above the lowest of the compared OMol25 structures with the same formula, charge and spin, kcal per mole: 16.08
E, hartree: -952.58794
F_max, eV/Å: 1.23
SMILES: SCCS.O
Kohn-Sham gap, hartree: 0.3607
Multiplicity: 1